*P*
Below is a 2-piece molecular cluster, C6H14O overall, with properties calculated with wB97M-V/def2-TZVPD.

Properties
HOMO-LUMO gap: 10.3 eV
Structure (SMILES): C=C(C)C.CCO
LUMO level: 0.0308 hartree

Last column: Mulliken charge in e.
Geometry (Å):
1 C 1.5625 1.8427 -1.6551  -1.274
2 C 1.7845 0.6322 -0.7891  1.125
3 C 1.7025 0.6994 0.5310  -1.148
4 C 2.1033 -0.6427 -1.5016  -1.248
5 H 2.4624 2.0800 -2.2234  0.355
6 H 1.3044 2.7094 -1.0512  0.312
7 H 0.7627 1.6750 -2.3802  0.309
8 H 1.8743 -0.1902 1.1210  0.307
9 H 1.4595 1.6105 1.0583  0.296
10 H 2.1643 -1.4805 -0.8114  0.320
11 H 3.0484 -0.5701 -2.0427  0.343
12 H 1.3290 -0.8614 -2.2381  0.303
13 C -1.6556 -0.5838 1.0982  0.057
14 O -2.5220 -0.3462 2.2062  -0.550
15 C -2.4324 -1.3851 0.0757  -1.148
16 H -1.3455 0.3676 0.6581  0.199
17 H -0.7615 -1.1159 1.4297  0.205
18 H -2.0086 0.0874 2.9013  0.298
19 H -3.2411 -0.7707 -0.3219  0.300
20 H -1.7908 -1.6894 -0.7507  0.327
21 H -2.8748 -2.2699 0.5291  0.312

*Q*
Below is a 2-piece molecular cluster, C6H14O overall, with properties calculated with wB97M-V/def2-TZVPD.

Properties
HOMO-LUMO gap: 11.7 eV
Structure (SMILES): CC1CCCC1.O
LUMO level: 0.0313 hartree

Last column: Mulliken charge in e.
Geometry (Å):
1 C 0.5561 1.4746 0.1554  -1.796
2 C 0.2300 -2.2463 -0.1011  -0.569
3 C -1.0992 -1.6877 -0.4907  -0.620
4 C 1.0603 -1.0499 0.2487  -0.878
5 C -0.8022 -0.2496 -0.9703  -0.778
6 C 0.6104 0.1445 -0.5894  0.496
7 H 0.1487 2.2610 -0.5021  0.516
8 H 1.5296 1.8136 0.5478  0.421
9 H -0.1348 1.3323 1.0033  0.137
10 H 0.3220 -3.0421 0.6629  0.370
11 H 0.5938 -2.6584 -1.0619  0.238
12 H -1.7852 -1.6428 0.3770  0.283
13 H -1.6153 -2.2398 -1.2995  0.283
14 H 2.1623 -1.1072 0.1617  0.380
15 H 0.8193 -0.7623 1.2902  0.254
16 H -1.5168 0.4023 -0.4320  0.202
17 H -0.8865 -0.0216 -2.0503  0.368
18 H 1.2403 0.1642 -1.5019  0.491
19 O -0.3941 3.3179 1.7928  -0.655
20 H -0.7579 3.4536 0.8886  0.366
21 H -0.2811 2.3436 1.8711  0.489

*R*
Below is one molecule with the formula C6H14O, with properties calculated with wB97M-V/def2-TZVPD.

Properties
HOMO-LUMO gap: 11.0 eV
Structure (SMILES): CC[C@H](C)CCO
LUMO level: 0.0352 hartree

Last column: Mulliken charge in e.
Geometry (Å):
1 C 1.7468 -1.0981 -0.0672  -0.395
2 O 2.5953 -2.1473 0.4381  -0.500
3 C 0.3474 -1.2425 0.4504  -0.871
4 C -0.6163 -0.1874 -0.1178  0.727
5 C -2.0021 -0.6328 0.5401  -1.862
6 C -0.2668 1.2859 0.0943  -0.800
7 C -0.2609 2.1857 -1.1895  -1.081
8 H 2.0172 -0.0781 0.1532  0.237
9 H 1.8656 -1.1916 -1.2010  0.284
10 H 2.5075 -1.8891 1.3769  0.329
11 H 0.4518 -0.9614 1.5303  0.378
12 H -0.0160 -2.3107 0.4565  0.232
13 H -0.7129 -0.1771 -1.2989  0.246
14 H -1.9320 -0.5226 1.5461  0.491
15 H -2.6842 0.1097 0.2195  0.496
16 H -2.3869 -1.5840 0.2805  0.433
17 H -1.0296 1.7206 0.6873  0.404
18 H 0.7049 1.3415 0.4474  0.360
19 H 0.6468 1.7272 -1.8583  0.249
20 H -1.1230 2.4906 -1.7948  0.330
21 H 0.1475 3.1613 -0.6931  0.314

Decreasing stability: *P*, *Q*, *R*

*P*
Below is a 3-piece molecular cluster, C6H14O overall, with properties calculated with wB97M-V/def2-TZVPD.

Properties
HOMO-LUMO gap: 10.1 eV
LUMO level: 0.0308 hartree

Last column: Mulliken charge in e.
Geometry (Å):
1 C -1.3460 -0.1879 2.5408  -0.544
2 O -0.7115 0.3679 1.4774  -0.195
3 C -0.1798 -0.5237 0.6315  -0.951
4 C 0.3615 0.1299 -0.6557  2.033
5 C 0.6065 -1.0167 -1.6346  -1.734
6 C -0.6852 1.1000 -1.2150  -1.718
7 C 1.6913 0.9060 -0.4560  -1.656
8 H -2.0028 -1.2544 1.7538  0.208
9 H -1.8165 0.6418 3.1025  0.229
10 H -0.6953 -0.7990 3.1779  0.271
11 H -1.4879 -1.5216 0.7339  0.116
12 H 0.4906 -1.2500 1.1059  0.453
13 H 1.3360 -1.7276 -1.2271  0.392
14 H 0.9953 -0.6424 -2.5874  0.413
15 H -0.3282 -1.5537 -1.8204  0.387
16 H -0.8414 1.9505 -0.5428  0.355
17 H -1.6440 0.5884 -1.3435  0.374
18 H -0.3646 1.4914 -2.1878  0.426
19 H 1.5775 1.7533 0.2290  0.358
20 H 2.0373 1.3158 -1.4189  0.402
21 H 2.4949 0.2633 -0.0780  0.380

*Q*
Below is a 3-piece molecular cluster, C6H14O overall, with properties calculated with wB97M-V/def2-TZVPD.

Properties
HOMO-LUMO gap: 10.4 eV
Structure (SMILES): C=C(C)C.C=O.C
LUMO level: 0.0317 hartree

Last column: Mulliken charge in e.
Geometry (Å):
1 C -0.2309 0.9959 -2.8328  -0.661
2 O -0.0223 -1.7082 -1.3749  -0.399
3 C -0.9995 -1.5279 -0.6915  -0.163
4 C 0.2809 0.2386 1.3537  0.910
5 C -0.0237 -0.8710 2.3290  -1.325
6 C 1.6418 0.1956 0.7040  -1.123
7 C -0.6024 1.2020 1.0933  -0.974
8 H -0.6889 1.7723 -3.4450  0.352
9 H -0.8045 0.0713 -2.9263  0.161
10 H 0.7970 0.8210 -3.1694  0.218
11 H -1.1867 -2.1207 0.2284  0.313
12 H -1.7295 -0.7153 -0.8879  0.230
13 H -1.0874 -0.8956 2.5977  0.359
14 H 0.5588 -0.7357 3.2494  0.361
15 H 0.2654 -1.8464 1.9171  0.319
16 H 1.6940 0.8461 -0.1755  0.281
17 H 1.8802 -0.8295 0.3927  0.276
18 H 2.4175 0.5268 1.4088  0.360
19 H -0.2341 1.3137 -1.7894  -0.061
20 H -0.3540 2.0306 0.4279  0.305
21 H -1.5718 1.2365 1.5906  0.259

Decreasing stability: *Q*, *P*